Molecular formula: C9H19Cl2F6N4O8S2V
Method: DFT, ωB97M-V/def2-TZVPD

Calculated values
E_LUMO (alpha / beta) in eV: 2.011 / 2.001
DFT total energy in eV: -120694.2938
Max |F| in eV/Å: 3.2
HOMO (alpha / beta) in eV: -6.881 / -7.010
Net charge: -1
Spin multiplicity: 2
<S²>: 0.776

XYZ file:
```
51
C9H19Cl2F6N4O8S2V ωB97M-V/def2-TZVPD
O -16.2691 4.3653 19.4912
V -15.7556 4.0740 18.0693
C -12.0787 3.9665 27.3335
F -11.0909 4.6313 27.9131
F -11.5811 3.0422 26.5399
F -12.8038 3.3956 28.2839
S -13.1745 5.1746 26.3575
O -14.5058 4.6205 26.2934
O -13.0862 6.4369 27.0752
N -12.2679 5.3874 24.9268
S -12.8045 4.3439 23.8537
O -11.7510 4.0237 22.8932
O -13.5095 3.1586 24.3048
C -14.0153 5.4207 22.8572
F -13.3053 6.3886 22.2688
F -14.6464 4.6615 21.9717
F -14.9072 6.0134 23.6452
Cl -15.4042 6.5371 17.3508
Cl -16.0273 1.5107 18.3818
C -12.6675 4.1607 19.4819
O -13.7601 3.9283 18.9345
N -12.0080 5.3112 19.2271
N -12.0781 3.2463 20.2631
H -12.4636 6.0035 18.6586
H -11.0833 5.4721 19.5735
H -11.1837 3.3856 20.6834
H -12.6173 2.4088 20.4055
C -13.6401 3.1538 15.7817
O -14.9580 3.6010 16.1208
C -15.9236 3.2606 15.1318
C -17.1168 4.1724 15.4147
N -17.6518 3.9165 16.7585
C -18.7353 4.8947 17.0769
C -19.5309 4.4684 18.2942
O -18.9481 4.9649 19.4565
C -19.5331 4.5006 20.6301
H -13.6786 2.0882 15.5487
H -13.0353 3.2572 16.6800
H -13.2643 3.7881 14.9796
H -16.1836 2.2077 15.2668
H -15.5508 3.5028 14.1359
H -17.8933 4.0758 14.6453
H -16.7316 5.1824 15.2607
H -18.1695 3.0442 16.6929
H -19.4449 4.9072 16.2357
H -18.3282 5.9041 17.1155
H -19.7144 3.3813 18.2902
H -20.5685 4.8446 18.2536
H -19.1820 5.0554 21.4978
H -19.3448 3.4320 20.8002
H -20.6319 4.6193 20.6252
```

=====

Molecular formula: C9H19N
Method: DFT, ωB97M-V/def2-TZVPD

Calculated values
E_LUMO in eV: 0.934
DFT total energy in eV: -11130.0963
Energy above the lowest of the compared OMol25 structures with the same formula, charge and spin in kJ/mol: 85.0
Max |F| in eV/Å: 2.8
HOMO in eV: -7.799
Net charge: 0

XYZ file:
```
29
C9H19N ωB97M-V/def2-TZVPD
C -1.6898 1.4712 0.9773
C -1.8640 0.4188 0.1192
N -2.3715 0.6300 -1.1588
C -1.1078 -0.8117 0.3508
C -1.7494 -2.0541 -0.2452
C 0.5329 -0.5799 -0.2943
C 1.3596 -1.7765 0.1455
C 1.0629 0.7663 0.0720
C 2.0386 0.8199 1.2418
C 1.5853 1.5485 -1.1292
H -1.5540 1.2652 2.0274
H -2.2473 2.3856 0.8236
H -2.6147 1.5830 -1.3811
H -1.9049 0.1534 -1.9153
H -0.9146 -0.9423 1.4148
H -1.7070 -2.0396 -1.3374
H -2.7976 -2.1216 0.0537
H -1.2498 -2.9568 0.0996
H 0.3395 -0.6431 -1.3681
H 1.3890 -1.8667 1.2300
H 0.9557 -2.7038 -0.2582
H 2.3835 -1.6865 -0.2223
H 0.0831 1.3766 0.4508
H 2.2445 1.8563 1.5064
H 2.9914 0.3497 0.9957
H 1.6284 0.3246 2.1207
H 0.8520 1.5765 -1.9353
H 1.8358 2.5727 -0.8526
H 2.4900 1.0845 -1.5316
```

=====

Molecular formula: C9H19N2O3P
Method: DFT, ωB97M-V/def2-TZVPD

Calculated values
E_LUMO in eV: 0.742
DFT total energy in eV: -28053.4079
Energy above the lowest of the compared OMol25 structures with the same formula, charge and spin in kJ/mol: 0.0
Max |F| in eV/Å: 1.0
HOMO in eV: -9.317
Net charge: 0

XYZ file:
```
34
C9H19N2O3P ωB97M-V/def2-TZVPD
C -3.3375 1.6353 -2.4383
C -2.2413 0.6204 -2.7413
N -1.0653 0.9121 -1.9037
C 0.0468 0.0243 -2.0834
O -0.3082 -1.3713 -1.9566
C -0.1079 -1.7829 -0.6743
O -0.5399 -2.8302 -0.2676
C 0.7220 -0.7603 0.0860
C 1.8407 -1.4068 0.9091
C 1.3420 -1.7543 2.3200
C 1.3083 -0.5137 3.2376
N -0.0569 -0.2475 3.7055
C 1.1270 0.2258 -1.0160
P 1.2874 1.8939 -0.3124
O 2.4213 2.0063 0.6388
H -3.6428 1.5349 -1.3923
H -4.2027 1.4930 -3.0833
H -2.9461 2.6496 -2.5580
H -1.9369 0.6738 -3.7887
H -2.6133 -0.3904 -2.5397
H -1.3716 0.8689 -0.9342
H 0.4333 0.1335 -3.0993
H 0.0288 -0.2624 0.7812
H 2.6690 -0.6966 0.9762
H 2.2002 -2.3052 0.4008
H 1.9385 -2.5600 2.7484
H 0.3139 -2.1201 2.2336
H 2.0158 -0.6614 4.0629
H 1.6388 0.3693 2.6861
H -0.3653 -0.9693 4.3436
H -0.1055 0.6374 4.1923
H 2.1266 0.0203 -1.4098
H 0.0386 2.1546 0.2791
H 1.3422 2.7792 -1.4022
```

=====

Molecular formula: C9H19N2Si
Method: DFT, ωB97M-V/def2-TZVPD

Calculated values
E_LUMO (alpha / beta) in eV: -5.543 / -4.736
DFT total energy in eV: -20487.3499
Energy above the lowest of the compared OMol25 structures with the same formula, charge and spin in kJ/mol: 619.3
Max |F| in eV/Å: 4.9
HOMO (alpha / beta) in eV: -12.746 / -12.473
Net charge: +1

XYZ file:
```
31
C9H19N2Si ωB97M-V/def2-TZVPD
C 0.6756 1.3379 0.8214
C 0.5100 -0.0120 0.8139
C -0.7274 -0.1534 -1.2596
C 0.7425 -2.3321 1.8755
C 0.4137 -0.3240 3.1869
C 2.7061 -0.6710 2.0232
C -2.8554 1.7390 -2.3716
C -1.1891 -0.1890 -4.1713
C 1.0770 -0.8079 1.9423
N 0.1445 2.0410 -0.1342
N -0.0611 -0.6615 -0.2928
Si -1.0280 1.1329 -2.7699
H 1.1834 1.7955 1.6786
H 1.0848 -2.9702 2.6501
H -0.3853 -2.6076 1.9679
H 0.9693 -2.6840 0.8498
H 0.8335 0.7641 3.4351
H -0.6549 -0.2383 3.0325
H 0.5638 -0.8895 4.0437
H 3.0400 -1.1066 3.0583
H 3.3361 -1.1580 1.3386
H 2.9369 0.3520 1.9646
H -2.9212 2.6270 -3.0277
H -3.5112 0.9459 -2.7292
H -3.1061 1.7707 -1.3975
H -2.2184 -0.5153 -3.9697
H -1.1874 0.3184 -5.1184
H -0.3890 -0.8840 -4.2336
H 0.3161 3.0065 -0.3347
H -0.4589 -1.6046 0.0336
H 0.1601 1.9780 -2.9057
```

=====

Molecular formula: C9H19N3O4
Method: DFT, ωB97M-V/def2-TZVPD

Calculated values
E_LUMO in eV: 0.597
DFT total energy in eV: -22301.2375
Energy above the lowest of the compared OMol25 structures with the same formula, charge and spin in kJ/mol: 82.5
Max |F| in eV/Å: 4.4
HOMO in eV: -8.743
Net charge: 0

XYZ file:
```
35
C9H19N3O4 ωB97M-V/def2-TZVPD
N 1.8925 -2.4821 -0.7417
C 2.6955 -1.7967 0.2301
C 3.2831 -0.3279 -0.1766
C 2.1977 0.7485 -0.3876
C 1.5067 1.1147 0.9463
C 0.0480 1.6734 0.8565
N -0.9723 0.7174 1.3023
C -1.2034 -0.3361 0.4955
O -0.3652 -0.6192 -0.4428
C -2.5394 -1.0252 0.4994
N -3.5601 -0.2185 1.1587
C -2.9967 -1.4060 -0.9079
O -2.7924 -0.2021 -1.6227
C -0.3085 2.3589 -0.4258
O -1.3349 2.1147 -1.1146
O 0.5008 3.3855 -0.7295
H 2.3239 -2.3256 -1.6994
H 0.9695 -2.0173 -0.7821
H 3.6060 -2.4947 0.4398
H 2.2218 -1.7169 1.2128
H 3.8701 -0.4023 -1.1336
H 3.9193 0.0351 0.6261
H 2.6152 1.6478 -0.8714
H 1.3629 0.3428 -1.0601
H 2.1719 1.8649 1.5305
H 1.4847 0.1747 1.5781
H -0.0291 2.4966 1.5750
H -1.8282 1.1856 1.7253
H -2.3776 -1.9017 1.1425
H -4.0381 0.3054 0.4379
H -4.2166 -0.7559 1.7000
H -2.4684 -2.2364 -1.3392
H -4.1023 -1.6178 -0.8813
H -1.8671 0.0960 -1.5095
H 0.3306 3.6202 -1.6310
```

=====

Molecular formula: C9H19N3S
Method: DFT, ωB97M-V/def2-TZVPD

Calculated values
E_LUMO in eV: -7.212
DFT total energy in eV: -24927.2695
Energy above the lowest of the compared OMol25 structures with the same formula, charge and spin in kJ/mol: 91.3
Max |F| in eV/Å: 4.0
HOMO in eV: -16.169
Net charge: +2

XYZ file:
```
32
C9H19N3S ωB97M-V/def2-TZVPD
C 1.9466 -1.8980 1.5819
C 1.7109 -1.1504 0.5588
C -0.4008 1.1749 -0.0514
C -1.8615 1.6734 -0.3179
C 0.0191 0.1213 -0.9996
C -4.0570 0.5335 0.2000
C -4.9844 -0.5774 0.3621
C 1.4592 -0.5957 -0.5806
C 4.4958 0.0135 -0.1538
N -2.7987 0.5395 -0.0912
N -1.0276 -0.8794 -0.9307
N 3.8666 0.7922 0.6827
S 5.9857 0.5704 -0.6378
H 2.5364 -1.5545 2.5260
H 0.2679 2.0746 -0.0199
H -0.4740 0.8127 0.9810
H -2.0764 2.4062 0.4180
H -2.0123 2.0193 -1.4171
H 0.0947 0.6996 -1.9247
H -4.6168 1.5801 0.3826
H -4.5430 -1.6041 0.4880
H -5.7187 -0.3666 -0.3604
H -5.5155 -0.4383 1.3100
H 2.1424 -0.5429 -1.4285
H 4.1811 -0.9797 -0.3801
H -2.1006 -0.3604 -0.6163
H -0.9798 -1.5608 -1.6989
H -0.8244 -1.4189 -0.0185
H 2.8440 0.7325 1.0732
H 4.4694 1.5182 1.0206
H 1.5923 -2.9910 1.5355
H 6.3796 -0.3438 -1.4929
```

=====

- DFT total energy of number 6 (C9H19N3S)?
  -24927.2695 eV

=====

- Number 1 is which compound?
  C9H19Cl2F6N4O8S2V

=====

- The lowest max |F| belongs to which entry?
  C9H19N2O3P